Entry 1:
The following is a quantum chemistry calculation of an isolated ion of composition C14H28NO2 and charge +1 at a distorted geometry, from OMol25.

Structure (XYZ):
```
45
Properties=species:S:1:pos:R:3:forces:R:3
C -2.80181 -2.07111 1.37182 0.25 0.09 -0.40
C -2.54004 -1.48571 -0.00727 -0.47 -0.21 0.11
C -3.29228 -0.16789 -0.28205 0.38 -0.04 -0.20
H -3.72676 -0.20040 -1.28268 -0.05 0.02 0.02
H -4.10969 -0.06044 0.42853 -0.07 0.03 -0.03
C -2.39826 1.08010 -0.18382 -0.38 0.22 0.20
C -2.07045 1.41894 1.27367 0.07 -0.14 -0.38
H -2.98317 1.67277 1.80426 -0.10 0.04 0.10
H -1.40073 2.27457 1.30720 0.06 0.12 0.03
H -1.59631 0.58189 1.77891 0.04 -0.07 0.08
C -3.09016 2.27122 -0.84588 0.29 -0.34 0.08
H -2.45985 3.15205 -0.76690 0.05 0.14 0.02
H -4.03973 2.46991 -0.35909 -0.13 0.06 0.07
H -3.26751 2.06986 -1.89898 -0.04 -0.04 -0.10
O -1.15011 0.88539 -0.90281 -0.01 0.09 0.01
C -0.83863 -0.43804 -1.20683 0.05 -0.12 -0.42
O -1.11937 -1.29158 -0.14526 0.15 0.01 0.06
C 0.64137 -0.49450 -1.64422 -1.00 0.03 -0.36
H 0.78888 -1.38987 -2.24925 0.13 0.05 0.07
H 0.77423 0.38767 -2.27384 0.16 -0.09 0.09
N 1.68021 -0.48959 -0.57829 -0.06 0.06 -0.20
C 1.73272 -1.82870 0.03918 -0.01 -0.83 0.51
H 2.05522 -2.56281 -0.69678 0.03 0.11 -0.10
H 0.73926 -2.09327 0.39481 0.13 0.10 -0.05
H 2.42824 -1.83888 0.87217 0.02 0.08 -0.08
C 2.98431 -0.16418 -1.22700 0.95 0.08 -0.25
C 4.12964 -0.00647 -0.23444 -0.14 0.21 0.03
C 3.79902 1.09127 0.77053 0.02 -0.23 0.15
C 2.47982 0.76383 1.46044 0.17 0.05 -0.25
C 1.36618 0.54809 0.44269 -0.14 0.62 0.92
H 1.16800 1.47883 -0.09234 -0.03 -0.13 -0.06
H 0.44999 0.24420 0.94656 0.05 0.01 -0.20
H 2.17944 1.59099 2.10406 -0.11 -0.06 0.02
H 2.60035 -0.11019 2.10153 -0.04 0.00 0.07
H 4.59567 1.17802 1.50763 0.03 0.07 -0.01
H 3.71833 2.04931 0.25410 0.02 0.08 -0.02
H 5.02457 0.25695 -0.79875 -0.03 -0.10 -0.07
H 4.33900 -0.94400 0.28067 0.05 -0.06 -0.03
H 2.86082 0.77991 -1.76253 -0.17 -0.08 0.02
H 3.21015 -0.94673 -1.95404 -0.20 0.01 0.01
H -1.41758 -0.76494 -2.09933 0.17 0.06 0.22
H -2.83227 -2.22823 -0.76673 0.05 0.14 0.13
H -3.84714 -2.35375 1.44797 -0.12 -0.04 0.04
H -2.19030 -2.95808 1.51589 0.02 -0.12 0.06
H -2.57328 -1.35639 2.15650 0.00 0.09 0.09
```
Positions in Å, forces in eV/Å.

Charge: +1
Orbital gap: 10.90 eV
E_tot: -20551.7451 eV
LUMO energy: -2.17 eV

Atom charges from the Löwdin analysis, given in e for atoms 1 to 2: -0.02 -0.33


Entry 2:
The following is a quantum chemistry calculation of C2H7FS as an isolated structure at a distorted geometry, from OMol25.

Structure (XYZ):
```
11
Properties=species:S:1:pos:R:3:forces:R:3
C -1.48175 0.41507 0.66710 0.08 0.12 -0.05
C -0.61332 -0.56384 -0.09094 -0.76 -0.42 0.53
H -0.86207 1.15960 1.17549 -0.07 -0.12 -0.04
H -2.08170 -0.11082 1.41674 0.09 0.04 -0.12
H -2.15254 0.93603 -0.02081 0.03 -0.06 0.10
H 0.07693 -1.08792 0.58234 -0.01 0.14 -0.20
H -1.22031 -1.31176 -0.61871 0.23 0.21 0.01
H 3.39778 -0.49474 -0.26513 0.63 0.37 0.00
H 2.62637 1.00547 -1.23554 -0.07 -0.03 -0.02
F 0.14107 0.11858 -1.03529 -3.34 0.74 -1.12
S 2.16954 -0.06569 -0.57523 3.19 -1.00 0.92
```
Positions in Å, forces in eV/Å.

Orbital gap: 10.12 eV
E_tot: -15738.8854 eV
LUMO energy: 1.02 eV

Atom charges from the Löwdin analysis, given in e for atoms 1 to 2: -0.08 -0.32


Entry 3:
The following is a quantum chemistry calculation of a 3-piece molecular cluster, C38H59N4O11PS3 overall at a distorted geometry, from OMol25.

Structure (XYZ):
```
116
Properties=species:S:1:pos:R:3:forces:R:3
C 4.13456 3.15592 -0.96353 0.45 0.00 0.08
C 3.24078 2.40132 -0.72708 -0.28 0.36 -0.17
C 2.17723 1.49044 -0.36559 0.36 -0.71 0.03
C 2.40268 0.08414 -0.97062 0.14 0.03 0.43
C 1.78963 -1.01016 -0.05760 0.35 0.67 -1.05
C 1.00844 -2.18938 -0.67134 -0.14 -1.38 1.95
C 1.98867 -3.25987 -1.19529 0.87 0.44 -0.88
C 3.00193 -2.85189 -2.29543 -0.03 -0.34 -0.01
C 4.43576 -2.75973 -1.77562 -0.52 0.63 0.08
S 5.59265 -2.19538 -3.06659 0.36 -0.43 0.03
C 5.84028 -0.42929 -2.81389 -0.65 0.66 0.13
S 4.95075 0.60388 -3.68619 0.09 0.05 -0.26
N 6.82794 0.05624 -1.94196 0.04 -1.83 -0.67
C 7.24340 -0.88280 -0.90082 0.66 0.90 0.85
C 8.22336 -0.08744 0.03034 -0.34 0.45 -0.82
O 8.23462 1.28006 -0.34523 0.30 0.11 0.40
C 8.79788 1.42522 -1.62588 -0.85 -0.31 -0.51
C 8.04754 0.48542 -2.62257 0.78 0.65 0.53
N 0.44574 -2.87822 0.55613 -0.85 -0.91 -0.30
C -0.93443 -3.00867 0.51662 0.53 0.53 -0.51
O -1.54307 -3.90152 1.04896 -0.27 0.36 0.29
C -1.48329 -1.82118 -0.36787 0.72 -3.07 0.95
C -2.89886 -2.31651 -0.69971 -0.25 1.23 -0.69
C -3.85680 -1.34149 -1.41836 -1.10 0.01 0.77
N -5.16396 -1.31018 -0.69871 0.51 -0.31 -0.04
C -1.37905 -0.62851 0.62073 -0.55 0.31 -0.31
C -2.66928 0.09339 1.01333 -0.09 0.36 0.82
C -2.56176 0.49689 2.49916 0.02 0.00 -0.97
O -2.92030 1.19918 0.14329 0.08 -0.18 0.16
C -2.14697 2.35042 0.39447 -0.09 0.44 -0.92
C -2.18105 3.25041 -0.82398 -0.09 -0.41 0.45
C -1.79696 4.56212 -0.62909 0.31 0.45 -0.03
C -1.81906 5.48146 -1.66150 -0.11 -0.42 0.18
C -2.24894 5.05949 -2.91106 0.26 0.70 0.12
C -2.61464 3.74816 -3.10859 -0.27 -0.14 -0.56
C -2.59437 2.82979 -2.07532 0.12 0.05 0.12
C -0.31378 -1.92491 -1.44727 -1.34 2.77 -1.03
P -0.44944 -0.27957 -2.37314 1.68 0.22 -1.69
N 0.41031 -0.17834 -3.69021 -0.55 -0.05 0.40
S -0.56480 -3.18949 -2.74651 0.32 -1.62 -0.12
C -1.98338 -2.82923 -3.76183 -0.56 0.33 -0.08
O -0.83342 -4.43041 -2.05940 -0.51 0.15 0.44
O 0.55796 -3.23760 -3.63186 0.12 0.67 -0.14
H 5.01085 3.73410 -1.09915 0.06 0.19 -0.18
H 2.26959 1.36745 0.71460 -0.34 0.10 0.19
H 1.19952 1.90447 -0.60383 -0.10 0.11 0.06
H 3.48208 -0.03720 -0.96403 0.15 -0.14 -0.20
H 2.11345 0.03159 -2.01901 -0.13 0.07 -0.04
H 1.23043 -0.51001 0.72314 -0.42 -0.18 0.04
H 2.61877 -1.48316 0.46224 0.00 -0.17 0.19
H 1.48268 -4.15640 -1.53370 -0.31 0.03 0.17
H 2.57515 -3.55501 -0.32454 -0.01 0.03 0.21
H 2.99622 -3.64444 -3.03880 -0.09 0.07 -0.22
H 2.70748 -1.95270 -2.82793 -0.01 0.15 0.01
H 4.76281 -3.74466 -1.45573 0.24 -0.06 0.09
H 4.47291 -2.08516 -0.92111 0.22 0.00 0.08
H 7.79252 -1.73512 -1.30417 -0.31 -0.26 -0.12
H 6.39020 -1.19052 -0.30627 -0.14 -0.21 -0.16
H 9.24045 -0.46847 -0.09207 0.06 -0.24 0.33
H 7.89093 -0.10606 1.06059 0.15 -0.18 0.17
H 9.86267 1.18157 -1.60833 0.14 0.13 -0.04
H 8.62326 2.44716 -1.94081 0.21 0.26 0.19
H 8.70894 -0.36429 -2.83529 -0.26 -0.28 -0.09
H 7.83659 0.97772 -3.56291 -0.22 0.16 -0.02
H 0.77427 -3.82685 0.70977 0.58 0.24 0.12
H -2.87089 -3.28032 -1.19701 0.18 -0.11 0.02
H -3.36883 -2.49420 0.25964 -0.01 -0.18 0.15
H -3.49774 -0.31881 -1.40055 0.32 0.00 -0.24
H -4.08616 -1.63041 -2.43926 0.39 -0.02 -0.23
H -5.38741 -0.37703 -0.38677 -0.21 0.04 -0.15
H -5.90596 -1.68240 -1.26956 -0.17 0.18 0.05
H -0.90976 -0.97095 1.53704 0.07 -0.21 0.09
H -0.71295 0.14223 0.25281 0.07 0.08 0.00
H -3.56697 -0.51463 0.95640 0.09 -0.21 -0.30
H -1.54472 0.84083 2.67676 0.00 0.14 0.42
H -2.78890 -0.38796 3.08431 0.13 -0.02 0.28
H -3.28239 1.27433 2.72860 -0.08 0.08 0.15
H -2.54303 2.94661 1.21463 -0.01 -0.17 0.35
H -1.09362 2.12285 0.59338 0.02 -0.21 0.22
H -1.47579 4.88329 0.34926 -0.03 -0.01 0.15
H -1.52900 6.49851 -1.44853 0.01 0.15 -0.21
H -2.29231 5.77871 -3.71468 -0.04 -0.04 -0.20
H -2.95085 3.45547 -4.09307 -0.02 -0.14 -0.07
H -2.90428 1.80872 -2.23627 -0.11 -0.03 0.03
H -0.02291 0.69796 -1.46368 -0.55 -0.30 0.35
H -1.79870 -0.03015 -2.66095 -0.15 -0.20 0.80
H -0.20142 0.02403 -4.47358 0.30 -0.03 -0.23
H -2.83441 -3.42536 -3.45441 0.05 -0.13 0.32
H -2.28903 -1.78913 -3.78530 0.20 0.13 0.06
H -1.71680 -3.12403 -4.77015 0.37 -0.04 -0.05
C -5.16769 -5.64973 3.43074 -0.30 -0.11 0.20
C -5.53706 -4.23760 3.05323 0.19 -0.39 0.07
C -4.45212 -3.21884 3.30131 0.24 0.12 -0.29
O -5.20352 -2.02407 3.53429 -0.05 0.01 0.13
C -6.41607 -2.39118 4.02455 -0.02 -0.09 -0.02
O -7.20217 -1.64519 4.50680 -0.04 0.05 0.01
O -6.59618 -3.72943 3.88782 0.06 0.21 -0.09
H -5.98900 -6.33213 3.21250 0.03 0.00 -0.07
H -4.28678 -5.97637 2.87812 0.00 0.06 -0.04
H -4.96607 -5.72112 4.50036 0.10 0.08 -0.01
H -5.88196 -4.19926 2.01656 0.02 0.11 0.00
H -3.78790 -3.09024 2.44819 -0.04 0.09 0.00
H -3.85451 -3.44050 4.18986 -0.07 -0.09 0.01
C -0.01164 4.25503 4.77512 0.04 -0.20 -0.32
C -0.86584 5.38466 4.25592 0.23 -0.29 0.26
C -2.09778 5.67593 5.08214 -0.06 0.18 0.09
O -3.00615 6.19618 4.10262 0.09 -0.12 0.00
C -2.66191 5.66603 2.90467 -0.05 0.00 -0.01
O -3.32197 5.72185 1.92033 -0.01 0.01 0.04
O -1.45207 5.04964 2.98553 -0.11 0.14 0.02
H 0.86164 4.11166 4.13875 0.03 0.06 0.05
H 0.32859 4.46260 5.78949 -0.01 0.05 0.00
H -0.57098 3.31821 4.77098 -0.08 0.05 0.09
H -0.26246 6.28597 4.11917 -0.07 0.05 -0.02
H -1.92335 6.40799 5.86673 -0.11 0.11 -0.09
H -2.53651 4.77560 5.51911 0.08 -0.06 -0.03
```
Positions in Å, forces in eV/Å.

Orbital gap: 7.86 eV
E_tot: -110634.8611 eV
LUMO energy: -0.14 eV

Atom charges from the Löwdin analysis, given in e for atoms 1 to 2: 0.11 -0.15


Entry 4:
The following is a quantum chemistry calculation of one molecule with the formula C9H13IO2S at a distorted geometry, from OMol25.

Structure (XYZ):
```
26
Properties=species:S:1:pos:R:3:forces:R:3
C 1.29264 -2.23416 -1.17954 0.49 1.92 1.70
C 1.18008 -2.18183 1.31692 0.87 2.71 0.45
C 1.42638 -0.89471 -1.14516 0.29 -1.34 -0.60
C 1.48237 -0.83777 1.32181 -1.26 -2.72 1.45
C 1.26294 -3.03187 0.07384 -0.91 1.15 0.11
C 1.72250 -0.14680 0.12568 -0.56 2.61 -3.30
C -2.64592 2.52136 -0.68878 -4.11 -0.93 0.68
C -2.24271 1.52987 0.39207 2.19 1.87 -0.56
C -1.09025 0.59007 -0.01920 -0.41 -0.62 -0.26
O 0.63648 2.35611 -0.84875 0.29 -1.02 0.35
O 0.73794 1.91435 1.52070 0.01 1.09 3.94
S 0.52954 1.40305 0.24771 -0.06 -1.17 -5.16
I 3.79852 0.72023 0.05737 -0.94 -0.31 0.02
H 1.22496 -2.78963 -2.07550 -0.25 -0.22 -1.00
H 1.03337 -2.48757 2.33921 -0.43 -1.12 -0.11
H 1.37111 -0.44060 -2.12718 0.26 0.78 0.32
H 1.32672 -0.14182 2.16491 0.49 -1.09 0.08
H 0.47995 -3.74297 -0.11804 -0.82 -0.41 0.78
H 2.11544 -3.62974 0.10656 1.79 -1.16 0.22
H -1.92332 2.80454 -1.34314 2.34 0.00 -2.27
H -3.59710 2.00165 -1.25172 2.22 2.02 1.06
H -2.81541 3.51691 -0.21667 -1.01 -0.80 -0.28
H -3.11140 0.98124 0.60959 -0.81 -0.87 0.93
H -1.90153 2.19415 1.21354 -0.32 -1.04 0.19
H -1.12811 -0.28581 0.67412 0.27 0.37 -0.90
H -1.16521 0.31177 -1.15032 0.36 0.29 2.18
```
Positions in Å, forces in eV/Å.

Orbital gap: 8.75 eV
E_tot: -32571.5976 eV
LUMO energy: -0.34 eV

Atom charges from the Löwdin analysis, given in e for atoms 1 to 2: -0.07 -0.02


- The lowest orbital gap belongs to which entry?
  C38H59N4O11PS3


- Which of these has the highest E_tot?
  C2H7FS